# 1
141
Properties=species:S:1:pos:R:3:forces:R:3:lowdin_charge:R:1 method="wB97M-V/def2-TZVPD" relative_energy_ev=0.000 orbital_gap_ev=5.78 fmax_ev_per_a=2.80 spin_multiplicity=1 total_charge=+1 e_homo_ev=-9.37
Ba -12.108 -18.977 18.131 -0.3 -0.5 -1.4 2.0641
O -14.215 -20.621 14.277 0.9 1.7 1.1 0.0876
C -13.544 -19.922 15.237 -0.2 0.0 1.7 -0.7686
O -13.900 -18.814 15.671 -1.1 1.4 -0.8 -0.0792
O -12.602 -20.492 15.843 1.2 -1.5 0.0 -0.1655
H -13.770 -21.464 14.389 0.0 -1.5 -0.6 0.0738
C -8.539 -19.841 15.080 0.7 0.6 0.4 -0.0515
C -9.402 -18.742 15.707 0.2 -0.5 -1.9 -0.3066
O -9.578 -18.811 17.115 -0.6 -0.2 0.8 -0.2565
H -8.251 -19.572 14.064 -0.4 0.2 -0.1 0.0791
H -8.993 -20.831 15.016 0.0 0.1 0.4 0.0795
H -7.583 -19.835 15.602 0.1 -0.6 0.2 0.0781
H -10.364 -18.860 15.209 -0.4 0.5 0.4 0.0848
H -8.977 -17.767 15.469 -0.2 0.0 -0.1 0.1230
H -8.782 -18.496 17.550 0.2 -0.1 0.0 0.0985
C -18.848 -21.147 15.093 1.2 0.8 -0.8 -0.0454
C -17.315 -20.788 15.032 -1.0 -0.7 0.2 -0.2763
O -16.853 -20.613 13.696 -0.9 -0.2 0.0 -0.1050
H -19.297 -21.242 16.081 0.5 0.3 0.2 0.0704
H -19.096 -22.070 14.569 0.3 0.1 -0.2 0.0750
H -19.301 -20.299 14.579 -0.5 -0.2 0.0 0.0490
H -16.734 -21.595 15.478 0.1 0.0 0.4 0.0845
H -17.132 -19.848 15.552 -0.1 0.0 0.4 0.0977
H -15.921 -20.402 13.792 0.2 0.0 -0.2 0.0221
C -10.935 -23.813 18.506 -0.6 0.3 -0.6 -0.0535
C -11.803 -22.562 18.692 0.6 -1.3 1.3 -0.3037
O -10.962 -21.463 19.032 0.2 1.9 -0.5 -0.2309
H -10.308 -23.992 19.379 -0.1 0.0 0.1 0.0813
H -10.293 -23.724 17.629 0.0 0.1 0.0 0.0808
H -11.580 -24.674 18.329 0.1 -0.1 0.1 0.0778
H -12.388 -22.673 19.605 -0.8 -0.5 -0.3 0.1181
H -12.437 -22.323 17.838 0.2 0.1 0.0 0.0755
H -10.583 -21.637 19.897 0.2 -0.1 0.0 0.0935
C -17.632 -15.297 15.353 1.2 0.6 -0.3 -0.0566
C -16.867 -16.621 15.476 -1.6 -0.8 0.2 -0.2994
O -15.609 -16.563 16.097 1.2 1.3 0.6 -0.0980
H -17.576 -14.655 16.232 -0.2 -0.4 0.4 0.0722
H -18.661 -15.365 15.001 0.0 -0.6 0.3 0.0787
H -17.158 -14.675 14.593 0.3 0.0 -0.2 0.0628
H -16.799 -17.086 14.493 0.2 0.1 -0.2 0.0854
H -17.409 -17.337 16.094 -0.7 0.0 -0.1 0.1054
H -15.073 -17.314 15.833 0.0 -0.5 -0.5 0.0282
C -15.596 -16.767 20.295 1.1 0.6 0.5 -0.0504
C -14.280 -16.236 19.620 -2.7 0.6 0.6 -0.2803
O -14.056 -17.104 18.544 2.1 -1.3 -0.4 -0.2915
H -16.470 -16.662 19.653 0.2 0.0 -0.1 0.0798
H -15.791 -16.265 21.243 -0.1 0.2 -0.1 0.0754
H -15.456 -17.819 20.546 0.0 -0.1 -0.1 0.0670
H -13.444 -16.117 20.310 0.2 -0.7 -0.1 0.1119
H -14.427 -15.240 19.203 -0.2 0.2 0.2 0.1223
H -14.589 -16.842 17.790 -0.7 0.3 -0.6 0.0500
C -14.483 -23.849 16.527 0.7 0.2 -0.6 -0.0190
C -14.125 -24.473 15.156 -1.4 -0.4 -1.5 -0.4548
C -15.383 -24.319 14.211 0.5 -1.0 -0.7 -0.1092
C -15.076 -24.617 12.690 -0.2 1.0 0.8 -0.1518
C -13.988 -23.630 12.240 -0.4 -1.1 0.7 -0.1271
C -12.657 -23.712 13.076 -0.5 -0.2 -1.6 -0.4606
N -12.997 -23.744 14.506 -2.0 1.2 -0.6 -0.1233
O -11.873 -23.565 15.302 0.3 -0.1 0.6 -0.0109
C -11.774 -24.931 12.716 -0.1 -0.3 -0.1 -0.0184
C -11.935 -22.408 12.621 0.1 -0.4 0.8 -0.0342
C -13.923 -26.006 15.273 1.2 0.8 0.9 -0.0226
H -13.784 -24.182 17.295 -0.1 0.0 0.1 0.0642
H -15.506 -24.037 16.853 0.0 -0.4 -0.2 0.0926
H -14.406 -22.767 16.426 0.1 0.2 0.1 0.0643
H -16.115 -25.042 14.570 0.0 -0.2 0.1 0.1128
H -15.929 -23.379 14.294 0.5 0.5 -0.1 0.0938
H -15.971 -24.366 12.121 -0.2 0.0 0.0 0.1092
H -14.886 -25.657 12.424 0.3 -0.1 0.5 0.1016
H -14.473 -22.661 12.355 0.4 0.4 0.2 0.1067
H -13.832 -23.717 11.164 0.5 -0.2 0.0 0.1246
H -12.375 -25.834 12.616 -0.1 0.0 -0.1 0.0707
H -11.178 -24.831 11.809 -0.3 0.3 -0.3 0.0827
H -11.031 -25.163 13.479 -0.1 0.3 0.3 0.0796
H -10.899 -22.441 12.959 0.0 0.4 0.1 0.0855
H -11.937 -22.297 11.537 0.0 -0.5 -0.1 0.0924
H -12.468 -21.521 12.962 0.3 0.0 0.2 0.0468
H -13.869 -26.495 14.300 -0.2 0.0 0.2 0.0736
H -14.616 -26.471 15.974 -0.5 0.1 -0.4 0.0869
H -12.977 -26.140 15.798 0.4 -0.2 -0.2 0.0777
H -12.026 -22.638 15.501 0.7 0.5 0.5 0.0551
C -11.636 -18.993 11.887 0.0 0.4 -0.3 -0.0263
C -11.402 -17.474 11.746 -0.6 0.1 -1.3 -0.4689
C -11.794 -16.999 10.265 -0.4 -1.5 0.1 -0.1160
C -11.856 -15.517 10.029 0.7 0.3 1.3 -0.1672
C -12.789 -14.911 11.075 -1.0 0.4 -0.9 -0.1490
C -12.667 -15.308 12.529 0.8 1.3 1.5 -0.4466
N -12.313 -16.758 12.653 -1.5 0.9 -0.7 -0.0847
O -12.157 -17.115 14.000 0.6 -0.1 0.3 -0.0237
C -11.634 -14.333 13.189 1.2 -1.0 0.1 -0.0445
C -13.998 -14.912 13.310 0.5 -1.2 -0.2 -0.0207
C -9.941 -17.214 12.012 0.6 1.3 0.5 -0.0271
H -11.243 -19.348 12.840 -0.3 0.0 0.2 0.0661
H -11.069 -19.541 11.134 0.0 0.1 -0.2 0.0921
H -12.688 -19.249 11.762 0.0 0.0 0.2 0.0723
H -11.256 -17.569 9.507 1.1 0.2 0.2 0.1199
H -12.765 -17.405 9.983 -0.6 0.0 0.8 0.0892
H -12.104 -15.206 9.015 -0.4 -0.3 0.0 0.1206
H -10.888 -15.049 10.202 0.4 -0.1 0.0 0.1062
H -13.838 -15.104 10.847 -0.1 -0.1 -0.6 0.0997
H -12.661 -13.832 10.985 -0.2 0.1 0.3 0.1225
H -11.359 -14.583 14.213 -0.7 -0.1 0.3 0.0711
H -10.653 -14.456 12.730 0.0 0.4 -0.6 0.0614
H -11.928 -13.284 13.159 -0.1 -0.2 -0.2 0.0848
H -14.234 -13.848 13.328 0.5 0.1 -0.4 0.0866
H -14.895 -15.407 12.936 0.0 -0.3 -0.2 0.0625
H -13.867 -15.193 14.355 -0.1 -0.1 0.0 0.0647
H -9.240 -17.677 11.317 -0.2 -0.2 0.0 0.0971
H -9.650 -17.445 13.037 -0.1 -0.5 0.1 0.0637
H -9.773 -16.137 11.992 0.2 0.1 -0.4 0.0651
H -12.981 -17.560 14.209 -0.2 -0.2 0.2 0.0616
C -18.996 -18.303 12.300 0.2 0.1 0.9 -0.0350
C -18.872 -18.393 10.770 0.4 1.0 1.0 -0.4819
C -18.845 -16.973 10.167 -0.6 0.1 -0.6 -0.1513
C -17.580 -16.175 10.346 0.3 -0.6 -0.4 -0.1768
C -16.410 -16.975 9.767 0.0 0.0 0.6 -0.1343
C -16.255 -18.414 10.368 -0.3 1.5 0.2 -0.4388
N -17.603 -19.045 10.352 0.0 0.2 -1.4 -0.0949
O -17.510 -20.370 10.793 -0.1 0.2 0.2 0.0000
C -15.316 -19.135 9.393 0.1 -0.5 0.3 -0.0304
C -15.556 -18.244 11.762 0.7 -0.2 0.4 -0.0170
C -20.133 -19.119 10.313 0.2 -0.4 -1.5 -0.0358
H -18.129 -17.837 12.770 0.0 0.0 -0.1 0.0494
H -19.133 -19.264 12.794 0.3 -0.3 -0.4 0.0562
H -19.864 -17.754 12.664 -0.2 0.3 -0.5 0.0900
H -18.999 -17.043 9.090 -0.1 -0.3 -0.2 0.1215
H -19.675 -16.367 10.529 -0.3 -0.3 0.2 0.1214
H -17.501 -15.911 11.400 0.6 0.1 0.1 0.1036
H -17.653 -15.263 9.754 -0.1 0.2 0.2 0.1145
H -15.490 -16.403 9.886 0.3 -0.2 0.4 0.0924
H -16.477 -17.043 8.681 -0.6 -0.2 -0.1 0.1204
H -14.478 -18.483 9.149 -0.1 0.2 -0.2 0.0653
H -14.833 -20.033 9.780 -0.3 -0.2 0.3 0.0743
H -15.860 -19.438 8.498 0.0 0.2 0.0 0.0947
H -14.731 -17.532 11.749 -0.1 0.5 -0.6 0.0558
H -16.144 -17.932 12.626 -0.5 0.0 -0.4 0.0477
H -14.970 -19.080 12.143 -0.4 -0.9 -0.3 0.0550
H -20.183 -19.178 9.225 0.5 -0.3 -0.3 0.0833
H -21.059 -18.570 10.486 0.2 0.2 0.8 0.0876
H -20.197 -20.141 10.687 0.0 0.2 0.2 0.0841
H -17.308 -20.231 11.721 0.1 -0.8 0.9 0.0434

=====

# 2
156
Properties=species:S:1:pos:R:3:forces:R:3:lowdin_charge:R:1 method="wB97M-V/def2-TZVPD" relative_energy_ev=0.000 orbital_gap_ev=3.04 fmax_ev_per_a=8.81 spin_multiplicity=1 e_homo_ev=-3.83
Li 0.947 -17.222 4.795 1.7 -0.5 0.1 0.6529
Li -1.144 -19.226 4.663 0.6 -0.7 -0.3 0.6644
Li 3.389 -19.595 6.719 1.1 -0.4 -0.2 0.5875
Li 4.094 -21.355 4.425 0.6 0.9 1.4 0.5981
C 5.813 -19.791 6.677 4.5 0.5 0.7 -1.1828
O 7.041 -19.812 6.723 3.6 0.5 0.5 -0.0858
O 5.284 -20.555 5.883 -5.3 -4.3 -4.8 -0.1701
O 5.158 -19.043 7.399 -4.3 3.3 2.9 -0.1392
C 1.728 -19.705 4.921 3.3 0.0 2.4 -1.1312
O 2.381 -20.713 5.157 1.0 -4.6 -0.4 -0.0982
O 0.764 -19.596 4.212 -7.5 -0.1 -4.7 -0.0969
O 2.127 -18.683 5.487 0.9 5.4 2.7 -0.1442
C 1.402 -25.737 4.844 0.3 -0.6 1.7 -0.1388
O 1.402 -25.195 3.586 0.1 0.4 -1.4 -0.1579
C 0.838 -23.915 3.607 -0.1 1.8 -1.4 -0.2136
C 0.811 -23.243 2.180 -0.2 -1.0 1.2 -0.1604
N 0.086 -21.973 2.219 -0.8 -1.7 -0.4 -0.0423
C 0.002 -21.397 0.881 -0.1 0.0 0.9 -0.1742
C -0.952 -22.181 -0.029 0.5 -0.4 1.4 -0.2778
O -1.075 -21.510 -1.218 -2.3 -0.3 -2.2 -0.2005
C -2.161 -22.147 -2.028 2.1 0.4 0.0 -0.0464
H 1.695 -26.786 4.889 -0.2 -0.1 -0.7 0.0977
H 0.423 -25.628 5.311 -0.2 -0.1 0.2 0.0820
H 2.142 -25.269 5.493 0.0 0.5 0.2 0.0676
H 1.311 -23.221 4.301 0.6 0.0 0.3 0.1103
H -0.205 -23.913 3.923 -0.4 -0.5 0.1 0.1122
H 0.326 -24.013 1.580 -0.4 0.3 -0.3 0.1112
H 1.782 -23.108 1.703 0.5 0.0 0.4 0.1009
H 0.407 -21.406 2.991 0.5 0.8 -0.3 0.0729
H 1.003 -21.344 0.453 0.1 0.2 -0.5 0.1090
H -0.418 -20.397 0.990 0.2 0.2 -0.2 0.1007
H -1.898 -22.268 0.504 -0.5 0.1 0.2 0.1137
H -0.658 -23.214 -0.221 0.4 -0.2 0.1 0.1160
H -3.149 -22.184 -1.569 0.1 0.5 0.3 0.0829
H -1.864 -23.174 -2.239 0.1 -0.2 0.2 0.0816
H -2.156 -21.649 -2.997 -0.2 0.3 0.3 0.0874
C 2.063 -11.082 1.547 -0.5 -1.5 0.0 -0.0844
O 3.013 -11.990 2.135 -0.6 0.9 -0.2 -0.2045
C 4.285 -11.894 1.543 0.9 -0.5 -0.7 -0.2058
C 4.455 -12.800 0.245 0.7 1.4 1.2 -0.1863
N 4.418 -14.199 0.556 -1.3 -0.6 0.1 -0.0694
C 5.494 -14.806 1.332 -0.2 -0.9 -0.4 -0.1641
C 5.318 -16.359 1.320 -0.1 0.5 -1.1 -0.1801
O 4.390 -16.860 2.256 -1.2 -0.2 -1.4 -0.2487
C 4.901 -17.178 3.496 1.6 0.8 1.9 -0.0991
H 1.118 -11.263 2.059 0.1 0.2 0.3 0.0860
H 1.850 -11.414 0.530 0.2 0.3 -0.4 0.0759
H 2.305 -10.020 1.557 0.4 -0.1 0.2 0.0882
H 4.992 -12.226 2.304 0.0 -0.3 0.0 0.1104
H 4.562 -10.852 1.388 -0.2 0.2 -0.4 0.1120
H 5.394 -12.577 -0.263 0.3 0.2 0.2 0.1126
H 3.706 -12.521 -0.496 -0.4 -0.3 0.1 0.0996
H 3.552 -14.291 1.067 -0.4 -0.6 0.0 0.0820
H 5.531 -14.509 2.380 0.3 0.4 0.1 0.1064
H 6.387 -14.537 0.768 0.4 -0.1 0.5 0.1241
H 6.232 -16.952 1.317 0.4 0.3 0.7 0.1251
H 4.915 -16.575 0.331 -0.4 0.0 -0.1 0.1139
H 4.206 -17.532 4.257 -0.6 -0.3 -0.6 0.0943
H 5.277 -16.243 3.913 0.4 0.1 0.4 0.0849
H 5.748 -17.864 3.481 0.0 -0.3 -0.2 0.1133
C 7.784 -24.494 6.664 1.0 -0.1 0.7 -0.1528
O 6.895 -23.456 6.623 -3.2 0.8 -0.4 -0.1551
C 5.504 -23.827 6.459 0.6 0.5 -1.4 -0.1628
C 5.104 -24.195 4.977 0.8 0.9 1.8 -0.1571
N 5.142 -23.087 4.024 0.3 -0.3 -0.3 -0.0815
C 4.553 -23.455 2.745 -0.6 -0.2 0.6 -0.2111
C 4.523 -22.272 1.826 -0.4 1.4 -0.1 -0.1748
O 3.922 -21.130 2.511 -0.5 -0.5 0.0 -0.2590
C 3.577 -19.956 1.748 1.2 -0.8 -0.3 -0.0378
H 8.529 -24.146 7.379 0.3 -0.5 0.1 0.0930
H 8.322 -24.631 5.726 -0.2 -0.4 -0.3 0.0811
H 7.306 -25.401 7.033 0.2 -0.4 -0.1 0.0846
H 4.859 -23.021 6.809 0.5 0.4 -0.1 0.0906
H 5.227 -24.711 7.033 0.4 -0.3 0.3 0.1090
H 4.071 -24.527 5.089 0.0 -0.4 -0.4 0.0957
H 5.816 -24.978 4.717 -0.4 -0.5 -0.4 0.1181
H 6.104 -22.891 3.789 0.4 0.5 0.7 0.1329
H 3.572 -23.842 3.023 -0.3 0.0 -0.6 0.1013
H 5.100 -24.244 2.229 0.1 -0.3 -0.1 0.1301
H 4.000 -22.497 0.896 -0.4 0.0 0.0 0.1178
H 5.542 -22.036 1.521 0.3 0.3 0.1 0.1282
H 3.047 -20.274 0.851 0.0 0.2 -0.2 0.0820
H 4.523 -19.461 1.529 0.0 0.1 -0.5 0.0918
H 2.987 -19.197 2.262 -0.2 -0.7 0.7 0.0808
C -0.095 -24.126 8.055 -0.2 0.8 0.0 -0.1158
O 0.680 -23.101 8.656 -0.3 0.5 0.0 -0.2052
C 1.988 -22.965 8.073 0.6 -0.9 1.7 -0.1815
C 2.951 -21.975 8.825 -2.2 0.2 -0.9 -0.1145
N 2.589 -20.565 8.502 -0.4 -0.7 -1.0 -0.0894
C 2.806 -19.650 9.586 0.5 -0.1 0.0 -0.2064
C 2.194 -18.278 9.293 1.4 -0.2 -0.2 -0.2125
O 0.803 -18.392 9.163 -2.6 1.1 -0.6 -0.1904
C 0.037 -17.219 8.637 1.3 -1.1 0.7 -0.0325
H -1.017 -24.285 8.615 0.2 0.1 0.5 0.0872
H 0.428 -25.078 7.966 0.2 0.0 -0.1 0.0844
H -0.463 -23.788 7.086 0.3 -0.1 -0.6 0.0621
H 1.943 -22.845 6.990 0.0 0.5 -0.1 0.1091
H 2.410 -23.944 8.299 0.6 -0.3 -0.5 0.1100
H 3.951 -22.320 8.562 0.2 0.8 -0.3 0.1092
H 2.873 -22.093 9.905 -0.3 -0.4 0.2 0.1145
H 1.595 -20.475 8.345 -0.3 -0.8 -0.3 0.0745
H 3.895 -19.648 9.623 0.1 0.9 0.7 0.1291
H 2.360 -20.068 10.488 0.1 0.1 0.5 0.1177
H 2.645 -17.939 8.361 0.1 0.3 -0.2 0.0981
H 2.497 -17.607 10.096 -0.2 0.3 0.1 0.1288
H 0.589 -16.758 7.818 0.0 0.0 0.0 0.0610
H -0.214 -16.478 9.396 0.7 0.1 0.4 0.0838
H -0.963 -17.487 8.296 0.2 -0.9 -0.2 0.0687
C 2.930 -15.442 6.536 -1.0 0.3 0.6 -0.0290
O 1.900 -15.442 5.487 1.3 -0.4 1.1 -0.2296
C 2.353 -14.778 4.341 -1.0 0.6 -2.1 -0.2155
C 1.455 -15.210 3.132 1.5 1.1 1.7 -0.1875
N 1.633 -16.624 2.902 -1.1 0.9 0.7 -0.0905
C 0.681 -17.070 1.904 2.1 -1.1 -0.2 -0.1880
C 1.105 -16.738 0.463 -2.3 1.1 -0.1 -0.1370
O 1.077 -15.305 0.200 0.5 -0.7 0.5 -0.1885
C 1.383 -14.994 -1.121 -0.1 0.4 -1.6 -0.1488
H 2.494 -15.931 7.408 0.1 -0.3 -0.3 0.0613
H 3.126 -14.434 6.901 -0.1 0.4 -0.4 0.0928
H 3.894 -15.888 6.291 -0.3 -0.4 -0.5 0.1030
H 3.403 -14.938 4.095 0.1 -0.5 0.2 0.1096
H 2.243 -13.695 4.384 0.0 0.3 0.5 0.1208
H 1.722 -14.583 2.282 -0.2 0.1 0.0 0.0993
H 0.428 -14.987 3.421 -0.3 0.0 -0.1 0.1247
H 2.587 -16.715 2.584 0.3 -0.6 -0.2 0.0763
H -0.313 -16.798 2.259 -0.2 0.2 -0.8 0.1194
H 0.778 -18.151 2.002 -0.6 -0.4 -0.5 0.0961
H 0.280 -17.147 -0.121 0.1 -0.4 -0.5 0.1055
H 2.038 -17.194 0.133 0.3 0.1 0.4 0.1288
H 1.475 -13.926 -1.320 0.3 0.3 0.9 0.0794
H 0.610 -15.217 -1.857 -0.7 -0.7 0.2 0.0795
H 2.278 -15.453 -1.541 0.4 -0.2 0.5 0.0871
C -2.260 -18.878 -0.358 0.6 0.4 0.9 -0.0682
O -2.081 -18.404 1.003 -1.0 -0.2 -1.0 -0.2225
C -3.321 -18.377 1.694 0.3 -1.7 1.0 -0.1845
C -3.623 -19.841 2.335 0.3 3.4 -0.2 -0.1525
N -2.547 -20.134 3.313 -0.6 -0.3 -0.2 -0.0924
C -3.043 -21.182 4.230 0.9 -0.2 0.1 -0.1717
C -2.028 -21.537 5.325 0.6 0.2 0.4 -0.1832
O -1.731 -20.405 6.142 -1.0 1.0 -0.5 -0.2583
C -0.988 -20.599 7.321 0.6 0.7 1.1 -0.0639
H -2.727 -19.863 -0.365 0.0 0.0 -0.1 0.0694
H -1.251 -18.946 -0.764 -0.3 -0.1 -0.2 0.0838
H -2.865 -18.169 -0.923 0.0 0.1 -0.1 0.0941
H -4.191 -18.049 1.125 0.1 -0.1 -0.6 0.1137
H -3.184 -17.613 2.459 -0.1 -0.3 0.4 0.1114
H -3.765 -20.552 1.522 0.4 -0.3 0.1 0.1083
H -4.585 -19.743 2.837 0.0 -0.1 0.2 0.1111
H -1.874 -20.642 2.757 0.9 0.1 -0.1 0.0683
H -3.133 -22.067 3.601 -0.6 -0.5 0.4 0.1279
H -3.994 -20.829 4.629 0.0 -0.4 0.2 0.1250
H -1.050 -21.799 4.921 -0.1 -0.6 -0.6 0.1086
H -2.373 -22.353 5.960 -0.2 -0.1 -0.1 0.1301
H -1.485 -21.175 8.102 -0.2 -0.6 -0.4 0.1090
H -0.868 -19.628 7.800 -0.1 0.2 -0.3 0.0702
H 0.038 -20.932 7.167 -0.1 -0.5 -0.4 0.0871